Record 1
Below is a gas-phase ion, C4H7N2 (charge +1) at a distorted geometry, with properties calculated with ωB97M-V with the def2-TZVPD basis set.

Each atom is followed by the atoms it is bonded to, with distances in Å.
CARTESIAN COORDINATES (ANGSTROEM)
1 C 2.500 0.069 -0.009  N2 1.415, H7 1.091, H8 1.093, H9 1.093
2 N 1.234 0.701 0.004  C1 1.415, N3 1.225
3 N 0.215 0.023 0.006  N2 1.225, C4 1.405, C5 1.437
4 C -0.415 -1.233 -0.001  N3 1.405, C5 1.332, H10 1.065
5 C -1.210 -0.165 0.001  N3 1.437, C4 1.332, C6 1.432
6 C -2.418 0.604 -0.009  C5 1.432, H11 1.094, H12 1.089, H13 1.092
7 H 3.071 0.507 -0.829  C1 1.091
8 H 2.462 -1.019 -0.097  C1 1.093
9 H 3.013 0.366 0.909  C1 1.093
10 H -0.253 -2.286 0.004  C4 1.065
11 H -2.653 0.931 1.007  C6 1.094
12 H -3.245 -0.004 -0.373  C6 1.089
13 H -2.302 1.507 -0.613  C6 1.092

Results
- structure (SMILES) = C/N=[N+]1C=C\1C
- energy relative to the best compared isomer or geometry (same formula, charge and spin) (kcal per mole) = 121.3
- 2S+1 = 1
- total energy (hartree) = -265.715192
- highest occupied orbital energy (eV) = -15.35
- net charge = +1
- molar mass (g mol⁻¹) = 83.11

Record 2
Below is a gas-phase ion, C4H7N2 (charge +1) at a distorted geometry, with properties calculated with ωB97M-V with the def2-TZVPD basis set.

Each atom is followed by the atoms it is bonded to, with distances in Å.
CARTESIAN COORDINATES (ANGSTROEM)
1 C 1.735 -0.621 -0.029  C2 1.388, C3 1.610, N5 1.578
2 C 2.929 0.070 0.123  C1 1.388
3 C 1.039 0.766 -0.461  C1 1.610, N6 1.443, H7 1.169, H8 1.092
4 C -0.600 -0.788 -0.022  N5 1.397, N6 1.483, H9 1.047, H10 1.081
5 N 0.518 -1.626 -0.023  C1 1.578, C4 1.397, H11 0.958
6 N -0.160 0.586 0.322  C3 1.443, C4 1.483, H12 1.106, H13 0.998
7 H 1.632 1.757 -0.280  C3 1.169
8 H 0.828 0.929 -1.519  C3 1.092
9 H -1.001 -0.712 -0.986  C4 1.047
10 H -1.370 -1.051 0.690  C4 1.081
11 H 0.653 -2.161 0.760  N5 0.958
12 H -0.063 0.627 1.422  N6 1.106
13 H -0.787 1.220 -0.127  N6 0.998

Results
- energy relative to the best compared isomer or geometry (same formula, charge and spin) (kcal per mole) = 171.4
- 2S+1 = 1
- total energy (hartree) = -265.635393
- highest occupied orbital energy (eV) = -14.18
- net charge = +1
- molar mass (g mol⁻¹) = 83.11

Record 3
Below is a gas-phase ion, C4H7N2 (charge +1) at a distorted geometry, with properties calculated with ωB97M-V with the def2-TZVPD basis set.

Each atom is followed by the atoms it is bonded to, with distances in Å.
CARTESIAN COORDINATES (ANGSTROEM)
1 N 2.230 -0.243 -0.037  C2 1.284, H7 0.991, H8 1.006
2 C 0.955 -0.370 0.046  N1 1.284, C3 1.539, N6 1.387
3 C -0.092 0.758 0.033  C2 1.539, C4 1.554, H9 1.079, H10 1.025
4 C -1.386 -0.099 -0.042  C3 1.554, C5 1.463, H11 1.109, H12 1.079
5 C -0.922 -1.477 0.125  C4 1.463, N6 1.286, H13 1.067
6 N 0.337 -1.604 -0.097  C2 1.387, C5 1.286
7 H 2.586 0.586 0.373  N1 0.991
8 H 2.640 -1.104 -0.356  N1 1.006
9 H 0.098 1.428 0.858  C3 1.079
10 H 0.267 1.101 -0.865  C3 1.025
11 H -1.749 -0.041 -1.089  C4 1.109
12 H -2.209 0.227 0.574  C4 1.079
13 H -1.689 -2.218 0.114  C5 1.067

Results
- structure (SMILES) = [NH2+]=C1CCC=N1
- energy relative to the best compared isomer or geometry (same formula, charge and spin) (kcal per mole) = 42.4
- 2S+1 = 1
- total energy (hartree) = -265.840946
- highest occupied orbital energy (eV) = -15.59
- net charge = +1
- molar mass (g mol⁻¹) = 83.11